Entry from the OMol25 dataset: a 2-piece molecular cluster, C11H23BF5N overall at a distorted geometry (ωB97M-V with the def2-TZVPD basis set).

Calculated values
Kohn-Sham gap	8.623	eV
net charge	0
highest occupied orbital energy	-8.177	eV

Each line ends with the Löwdin charge.
Cartesian coordinates (Å):
1 B -3.976 -1.239 2.838  0.033
2 C -2.861 -1.269 1.734  -0.206
3 C -2.335 -2.710 1.499  -0.184
4 C -0.866 -2.949 1.840  -0.074
5 C -0.403 -2.389 3.155  -0.484
6 F 0.589 -3.190 3.597  0.113
7 F -1.337 -2.444 4.064  0.175
8 C 0.218 -0.956 3.117  -0.641
9 F 0.340 -0.511 1.894  0.175
10 F 1.372 -0.912 3.676  0.227
11 F -0.571 -0.123 3.759  0.184
12 H -4.812 -2.084 2.752  0.033
13 H -3.964 -0.437 3.717  0.027
14 H -3.371 -0.955 0.826  0.104
15 H -2.086 -0.541 1.901  0.067
16 H -2.980 -3.425 1.980  0.096
17 H -2.435 -2.912 0.444  0.106
18 H -0.239 -2.641 1.026  0.122
19 H -0.728 -4.016 1.923  0.129
20 C 0.775 2.443 0.194  -0.085
21 C 0.998 1.308 -0.793  -0.279
22 N 0.569 1.610 -2.146  -0.199
23 C 0.561 0.445 -3.014  -0.250
24 C 1.899 -0.235 -3.333  -0.087
25 C 1.121 2.823 -2.725  -0.247
26 C 2.647 2.938 -2.844  -0.083
27 H -0.277 2.730 0.233  0.082
28 H 1.074 2.121 1.192  0.066
29 H 1.367 3.326 -0.050  0.065
30 H 0.421 0.449 -0.442  0.101
31 H 2.058 1.011 -0.750  0.103
32 H 0.071 0.716 -3.953  0.111
33 H -0.096 -0.300 -2.553  0.106
34 H 2.479 0.328 -4.062  0.055
35 H 1.712 -1.219 -3.769  0.069
36 H 2.511 -0.383 -2.443  0.065
37 H 0.761 3.671 -2.137  0.099
38 H 0.673 2.967 -3.712  0.114
39 H 3.160 2.575 -1.952  0.067
40 H 2.927 3.985 -2.978  0.071
41 H 3.032 2.395 -3.705  0.054

---

Entry from the OMol25 dataset: C11H23BaBrNO2P2 as an isolated structure at a distorted geometry (ωB97M-V with the def2-TZVPD basis set).

Calculated values
Kohn-Sham gap	8.008	eV
net charge	+1
highest occupied orbital energy	-11.069	eV
relative energy (zero: lowest compared OMol25 entry of this formula, charge and spin)	0.0	kcal/mol

Each line ends with the Löwdin charge.
Cartesian coordinates (Å):
1 Ba 0.616 1.748 -0.451  1.334
2 P 2.174 -1.011 0.373  0.756
3 C 2.337 -1.295 -1.456  -0.349
4 C 1.036 -1.573 -2.192  -0.343
5 N -0.065 -0.901 -1.780  0.018
6 C -1.244 -1.267 -2.330  -0.326
7 C -1.340 -2.151 -3.414  -0.015
8 C -0.172 -2.720 -3.940  -0.026
9 C 1.037 -2.427 -3.303  -0.019
10 C -2.532 -0.718 -1.755  -0.315
11 P -2.311 0.776 -0.715  0.717
12 H 2.000 -2.851 -3.613  0.124
13 H -2.328 -2.337 -3.840  0.123
14 H -0.202 -3.364 -4.820  0.120
15 H -3.227 -0.505 -2.582  0.099
16 H -2.998 -1.479 -1.101  0.107
17 H 2.808 -0.391 -1.909  0.088
18 H 3.009 -2.155 -1.607  0.093
19 H 1.318 4.220 -2.295  0.065
20 O 1.693 3.309 -2.289  -0.252
21 H 2.262 3.230 -3.071  0.073
22 H -1.060 4.656 0.247  0.053
23 O -0.758 4.662 -0.681  -0.129
24 H -1.074 5.519 -1.056  0.084
25 C -2.484 2.031 -2.057  -0.310
26 H -3.487 1.936 -2.513  0.056
27 H -2.350 3.048 -1.648  0.016
28 H -1.734 1.872 -2.852  0.043
29 C -3.938 0.848 0.089  -0.278
30 H -3.947 1.717 0.760  0.049
31 H -4.783 0.914 -0.617  0.059
32 H -4.054 -0.048 0.715  0.052
33 C 2.301 -2.753 0.952  -0.274
34 H 3.236 -3.247 0.628  0.056
35 H 2.253 -2.742 2.051  0.049
36 H 1.433 -3.323 0.585  0.047
37 C 3.893 -0.453 0.656  -0.300
38 H 3.977 -0.171 1.713  0.050
39 H 4.641 -1.232 0.423  0.057
40 H 4.104 0.444 0.054  0.035
41 Br 0.082 2.033 2.466  -0.484

---

Entry from the OMol25 dataset: C11H23Br10Na3O as an isolated structure at a distorted geometry (ωB97M-V with the def2-TZVPD basis set).

Calculated values
Kohn-Sham gap (spin up / spin down)	4.461 / 7.731	eV
net charge	+1
2S+1	2
highest occupied orbital energy (spin up / spin down)	-7.807 / -11.479	eV
<S²>	0.7506

Each line ends with the Löwdin spin population.
Cartesian coordinates (Å):
1 Na 0.856 1.121 33.287  0.314
2 Na 2.451 2.308 30.705  0.267
3 Na 1.510 4.661 33.591  0.205
4 C -0.828 3.794 31.389  0.009
5 O 0.277 3.094 31.821  0.112
6 H -0.655 4.853 31.582  0.001
7 H -1.169 3.652 30.364  0.001
8 H -1.657 3.431 31.996  0.001
9 Br -3.419 9.847 32.369  0.001
10 C -2.606 8.292 33.371  0.000
11 C -1.089 8.185 33.026  0.002
12 Br -0.154 6.777 34.069  0.018
13 H -3.138 7.349 33.238  0.000
14 H -2.633 8.528 34.435  0.000
15 H -0.537 9.121 32.944  0.000
16 H -1.043 7.785 32.013  0.000
17 Br 0.659 8.517 30.090  0.001
18 C 0.982 6.819 29.094  0.001
19 C -0.351 6.376 28.568  0.000
20 Br -0.246 4.911 27.221  0.002
21 H 1.389 6.055 29.756  0.002
22 H 1.731 6.985 28.319  0.000
23 H -0.799 7.217 28.039  0.000
24 H -1.033 5.974 29.318  0.000
25 Br -3.244 0.433 26.758  0.001
26 C -1.217 0.664 26.740  0.000
27 C -0.822 1.296 28.098  0.001
28 Br 1.119 1.352 28.140  0.031
29 H -0.875 1.274 25.904  0.000
30 H -0.790 -0.339 26.731  0.000
31 H -1.185 0.840 29.020  0.000
32 H -1.169 2.329 28.101  0.000
33 Br -4.824 3.753 27.982  0.000
34 C -4.246 2.867 29.654  0.000
35 C -5.514 2.084 30.186  0.000
36 Br -6.927 3.251 30.788  0.000
37 H -3.815 3.517 30.415  0.000
38 H -3.433 2.190 29.394  0.000
39 H -5.259 1.447 31.033  0.000
40 H -5.927 1.467 29.388  0.000
41 Br -1.851 3.551 35.247  0.026
42 C -3.607 2.710 35.359  0.002
43 C -4.101 2.470 33.947  0.000
44 Br -6.011 1.956 33.899  0.000
45 H -4.257 3.352 35.954  0.000
46 H -3.412 1.729 35.792  0.000
47 H -3.456 1.768 33.418  0.000
48 H -3.944 3.351 33.325  0.000

---

Entry from the OMol25 dataset: an isolated molecule of C11H23BrO4 (ωB97M-V with the def2-TZVPD basis set).

Calculated values
Kohn-Sham gap	9.792	eV
net charge	0
highest occupied orbital energy	-9.277	eV

Each line ends with the Löwdin charge.
Cartesian coordinates (Å):
1 C -2.169 -2.254 1.572  -0.103
2 O -1.850 -1.118 2.351  -0.168
3 C -0.471 -0.999 2.674  -0.163
4 C 0.296 -0.338 1.548  -0.280
5 O -0.300 0.881 1.195  -0.078
6 C -1.113 0.824 0.037  -0.175
7 C -0.349 0.552 -1.260  -0.184
8 C -0.875 1.380 -2.413  -0.211
9 C -0.300 0.911 -3.749  -0.178
10 C -1.191 -0.116 -4.463  -0.260
11 O -2.000 -0.889 -3.594  -0.074
12 C 1.797 -0.075 1.909  -0.321
13 C 2.393 -1.040 2.903  -0.029
14 O 1.921 1.238 2.451  -0.194
15 C 2.549 2.136 1.601  -0.633
16 Br 2.049 3.934 2.151  0.655
17 H -1.302 -2.666 1.062  0.084
18 H -2.881 -1.971 0.806  0.083
19 H -2.610 -3.018 2.207  0.087
20 H -0.077 -1.998 2.848  0.121
21 H -0.366 -0.452 3.603  0.140
22 H 0.310 -1.044 0.716  0.144
23 H -1.572 1.803 -0.045  0.128
24 H -1.926 0.111 0.140  0.114
25 H 0.725 0.676 -1.146  0.115
26 H -0.509 -0.487 -1.536  0.100
27 H -1.957 1.332 -2.423  0.116
28 H -0.588 2.415 -2.241  0.115
29 H 0.659 0.449 -3.545  0.103
30 H -0.164 1.746 -4.420  0.105
31 H -0.585 -0.744 -5.109  0.111
32 H -1.873 0.422 -5.113  0.111
33 H -1.569 -1.732 -3.396  0.092
34 H 2.377 -0.157 0.991  0.142
35 H 2.325 -2.056 2.537  0.088
36 H 3.444 -0.808 3.025  0.086
37 H 1.944 -0.951 3.879  0.085
38 H 3.629 2.057 1.653  0.073
39 H 2.180 2.044 0.591  0.054